42
Properties=species:S:1:pos:R:3:forces:R:3 method="wB97M-V/def2-TZVPD" lumo_ev=-1.415 smiles="O=[N+]([O-])c1ccccc1.O=[N+]([O-])c1ccccc1.O=[N+]([O-])c1ccccc1" orbital_gap_ev=7.81 de_lowest_kcal_mol=291.0 homo_energy_ev=-9.23 total_energy_ha=-1309.88055
O 5.578311 -0.792351 -1.734646 0.6 0.4 -0.6
N 5.558709 0.310990 -1.245160 -1.8 0.9 2.0
O 5.147746 1.359830 -1.748073 1.1 -1.1 -0.2
C 5.694950 0.353757 0.252659 0.9 2.0 5.5
C 6.382003 -0.756185 1.029075 -4.1 1.5 1.2
C 6.151883 -0.814456 2.558953 -0.3 4.4 -3.0
C 5.558438 0.385511 3.373513 1.8 -3.0 -10.9
C 5.119781 1.481069 2.632448 -1.9 1.1 -0.9
C 5.172616 1.611327 1.090334 2.1 -3.8 1.6
H 6.647439 -1.639797 0.366399 0.0 1.1 1.4
H 6.581388 -1.641243 3.050472 0.3 -0.8 0.6
H 5.558551 0.393835 4.329036 -0.2 -0.3 6.4
H 4.450063 2.238954 3.392279 2.3 -1.5 -2.9
H 5.108696 2.637007 0.702318 -0.6 -0.9 -0.3
O -5.045356 -1.939384 2.446775 -0.1 2.7 -3.7
N -4.768032 -1.669114 1.178709 -0.5 -4.1 4.7
O -3.982253 -2.435235 0.672624 0.8 0.8 -1.4
C -5.530071 -0.803263 0.368916 -3.3 4.3 -3.2
C -6.684535 0.093769 1.009299 0.3 -1.0 -3.8
C -7.512596 0.942339 0.004190 2.2 -2.4 0.6
C -7.289490 0.883188 -1.517699 -0.3 1.2 1.5
C -6.204096 0.088215 -2.051110 0.1 -0.5 5.8
C -5.259142 -0.715111 -1.173602 -3.1 1.4 2.1
H -7.021235 -0.069569 2.140512 1.1 0.6 -2.8
H -8.319781 1.541574 0.540786 1.1 -0.8 -1.4
H -8.010475 1.661478 -2.272358 2.4 -2.8 2.5
H -5.957199 0.033972 -3.047463 0.2 0.1 -2.2
H -4.446416 -1.233470 -1.741938 -0.7 0.4 1.2
O -2.268000 -1.233423 -2.375508 3.2 2.9 0.1
N -1.418473 -0.236097 -2.452591 -3.8 -1.8 -0.8
O -1.612946 0.711072 -3.191074 0.1 -0.6 0.2
C -0.274018 -0.193044 -1.616022 3.3 -0.8 3.7
C 0.765860 0.829449 -1.917012 2.9 -0.7 3.0
C 2.098943 0.941240 -0.989886 -4.0 -1.4 -0.7
C 2.036145 -0.037282 0.164936 1.8 3.3 -3.5
C 1.101970 -1.020724 0.393809 -3.6 -0.5 -1.5
C -0.223782 -1.187471 -0.419867 6.3 5.5 -1.9
H 0.724496 1.569421 -2.761851 -0.4 -1.2 0.9
H 3.011323 1.772561 -1.207531 -3.0 -2.7 0.7
H 2.937342 0.033215 0.796363 -0.7 -0.3 -0.1
H 1.446235 -1.602505 1.261901 -1.2 -0.3 -0.5
H -1.004990 -1.854049 -0.292913 -1.2 -1.3 0.5

***

16
Properties=species:S:1:pos:R:3:forces:R:3 method="wB97M-V/def2-TZVPD" lumo_ev=-4.243 orbital_gap_ev=9.60 charge=+1 de_lowest_kcal_mol=111.0 homo_energy_ev=-13.85 total_energy_ha=-379.32788
C 0.411335 1.911928 -0.884099 2.6 -0.9 -1.7
C 1.056167 -1.054980 1.089348 -0.5 1.3 1.4
C -0.352911 -1.236452 -1.004522 -3.5 2.3 1.8
N -0.480684 2.312714 -0.172807 -3.3 3.6 4.8
N 0.055496 -0.416241 0.181540 1.0 0.3 -1.3
O 1.223668 1.723831 -1.640902 1.0 -0.4 -0.9
O -1.104612 0.116941 0.825977 -0.6 -2.0 0.2
H 1.737276 -1.702446 0.529456 -0.2 0.5 -0.2
H 1.619862 -0.228962 1.653325 -0.7 -1.3 -1.0
H 0.575456 -1.678669 1.858656 -0.1 0.1 -0.3
H -1.292878 -0.596960 -1.459310 2.4 -1.9 0.6
H 0.470486 -1.218981 -1.639876 1.2 -0.3 -1.4
H -0.680722 -2.235642 -0.672920 0.1 0.2 -0.5
H -1.009026 1.564806 0.401505 0.1 -0.4 -0.5
H -0.406410 3.251958 0.384390 0.0 -2.0 -1.8
H -1.822502 -0.512844 0.550238 0.4 0.9 0.8

***

69
Properties=species:S:1:pos:R:3:forces:R:3 method="wB97M-V/def2-TZVPD" lumo_ev=-0.434 smiles="C[C@H]1COC(=O)O1.C[C@H]1COC(=O)O1.O=S1(=O)OCCO1.O=S1(=O)OCCO1.O=S1(=O)OCCO1.ClC(Cl)Cl.ClC(Cl)Cl" orbital_gap_ev=10.17 de_lowest_kcal_mol=80.5 homo_energy_ev=-10.60 total_energy_ha=-5935.10775
C -0.158590 4.759741 2.125345 1.3 -0.4 0.4
C -1.412980 4.836861 1.315625 0.2 -1.1 0.9
C -2.619870 5.158271 2.206055 0.7 -0.7 -0.8
O -3.446250 5.857891 1.302255 -1.0 1.0 -0.7
C -2.719330 6.309121 0.238105 -0.6 2.2 -2.8
O -3.056320 7.059731 -0.696175 0.3 -2.5 3.6
O -1.487840 5.810161 0.300525 0.7 0.4 0.1
H -0.005640 3.712181 2.384825 0.0 -0.2 -0.1
H -0.134590 5.228791 3.108965 -0.2 0.7 -0.3
H 0.720690 5.015341 1.534045 -0.2 0.3 0.2
H -1.410230 3.872531 0.807525 -0.8 -0.1 -0.1
H -2.274930 5.761641 3.045745 -0.3 0.4 -0.1
H -3.122780 4.271321 2.591425 -0.1 0.1 -0.2
C -4.008430 -2.567149 -1.083975 -0.3 -0.4 -0.2
C -3.571100 -3.644029 -0.073115 -2.4 1.9 0.1
C -4.769220 -4.473239 0.471145 -0.2 1.1 0.7
O -4.283900 -5.762529 0.442495 0.9 -1.8 0.0
C -3.124380 -5.820199 -0.257285 -1.2 -1.9 -0.1
O -2.580290 -6.850449 -0.512585 0.4 0.4 0.1
O -2.816670 -4.624079 -0.704275 1.7 0.5 -0.7
H -4.525300 -1.717829 -0.637225 0.4 0.0 0.5
H -4.762630 -2.950329 -1.771325 0.1 -0.4 -0.1
H -3.180020 -2.207339 -1.694195 0.1 0.0 0.2
H -3.055780 -3.140359 0.744735 0.5 -0.4 0.0
H -5.681210 -4.426569 -0.123995 0.1 0.3 -0.2
H -5.026000 -4.304609 1.516965 0.0 0.6 -0.1
O 1.483720 -3.074119 2.112715 -0.9 -0.9 -0.5
S 0.559030 -4.030359 1.557135 4.8 -1.7 -2.6
O -0.808590 -3.838439 1.787555 -1.2 -0.4 -0.3
O 0.933590 -4.274719 -0.112575 -1.7 2.1 1.7
C 1.875530 -5.281099 -0.322165 0.8 -0.4 -0.5
C 1.587060 -6.314579 0.790815 1.0 0.1 -2.1
O 1.120670 -5.544579 1.866755 -1.2 1.1 1.6
H 1.864280 -5.552699 -1.377725 -1.5 -0.9 0.0
H 2.909690 -4.952209 -0.424435 0.3 0.8 1.6
H 2.525080 -6.813809 1.033665 -0.2 0.1 0.5
H 0.893250 -7.070659 0.423275 -0.5 0.2 0.5
O 3.811530 5.754511 1.229735 -0.7 -1.0 -1.4
S 3.146750 4.926641 0.250815 0.5 -2.2 -1.9
O 1.863490 5.338651 -0.331345 3.2 -1.2 1.3
O 4.132980 4.315431 -0.969525 0.2 3.1 -0.9
C 5.119770 3.416281 -0.458415 -0.6 0.7 1.6
C 4.201650 2.556281 0.370415 1.4 -1.3 -0.1
O 3.157890 3.360971 0.744305 -3.7 1.8 1.9
H 5.642570 2.871581 -1.244595 -0.2 0.5 0.0
H 5.760390 3.891171 0.284675 0.6 0.5 -0.7
H 4.608860 2.239821 1.330695 0.5 -0.6 -0.4
H 3.934170 1.745891 -0.307685 -0.8 -0.3 0.6
O 0.625770 2.457351 -6.361585 2.6 -3.7 1.0
S 1.472570 1.286811 -5.990205 0.1 1.4 -0.2
O 2.761790 1.009141 -6.642125 -2.9 0.6 1.0
O 1.761690 1.292211 -4.378355 -1.5 0.3 -0.8
C 1.724430 -0.064719 -3.925285 0.7 -1.1 0.5
C 0.712400 -0.883319 -4.773345 1.6 -0.2 -0.1
O 0.577930 -0.082169 -5.936435 -0.7 1.0 -1.1
H 2.777380 -0.329729 -4.021095 -0.2 -1.0 -0.1
H 1.437090 -0.203139 -2.882985 0.1 0.9 0.1
H -0.174870 -1.244839 -4.253595 -0.8 1.6 -0.1
H 1.026860 -1.876699 -5.093355 1.1 0.2 -0.2
Cl -1.285370 -1.234269 4.501995 -0.7 -0.3 0.2
C -0.659530 0.230661 5.239975 0.9 -0.3 -0.7
Cl 1.117300 0.142471 4.911225 -0.3 0.4 0.7
Cl -1.090360 0.394841 6.953695 0.3 0.0 -0.9
H -0.998620 1.054351 4.611765 -0.2 0.0 0.7
Cl -1.087450 -0.639269 -0.588785 0.9 0.6 0.5
C 0.129210 -0.189389 0.692095 -1.1 -0.8 0.4
Cl -0.556040 1.154551 1.736105 0.9 -0.8 -1.2
Cl 1.773850 -0.036339 0.054875 -0.8 0.5 0.3
H 0.144170 -1.073329 1.329685 0.1 0.4 0.1